Density functional theory data (ωB97M-V with the def2-TZVPD basis set) for a cluster of 7 separate species, C22H49N7O12S in total.

- E (a.u.) = -2551.89062
- net charge = 0
- frontier orbital gap (eV) = 9.04
- SMILES string = O=NO[C@H]1C[C@H](O)COS1(=O)=O.CN(C)C=O.CN(C)C=O.CN(C)C=O.CN(C)C=O.CN(C)C=O.CN(C)C=O

Bonds (Å) are listed after each position.
CARTESIAN COORDINATES (ANGSTROEM)
1 O -0.395 0.616 3.723  N2 1.173
2 N -0.407 0.912 2.588  O1 1.173, O3 1.359
3 O 0.682 1.652 2.250  N2 1.359, C4 1.421
4 C 0.992 1.459 0.876  O3 1.421, C5 1.559, S10 1.843, H13 1.113
5 C 1.941 0.250 0.619  C4 1.559, C6 1.544, H14 1.102, H15 1.096
6 C 1.194 -1.094 0.475  C5 1.544, O7 1.405, C8 1.586, H16 1.108
7 O 2.079 -2.185 0.432  C6 1.405, H17 0.970
8 C 0.319 -0.995 -0.844  C6 1.586, O9 1.441, H18 1.101, H19 1.101
9 O -0.875 -0.273 -0.482  C8 1.441, S10 1.650
10 S -0.485 1.308 -0.217  C4 1.843, O9 1.650, O11 1.486, O12 1.474
11 O -0.033 1.841 -1.528  S10 1.486
12 O -1.659 2.071 0.242  S10 1.474
13 H 1.538 2.367 0.534  C4 1.113
14 H 2.673 0.177 1.440  C5 1.102
15 H 2.527 0.469 -0.280  C5 1.096
16 H 0.451 -1.193 1.292  C6 1.108
17 H 1.530 -2.984 0.419  O7 0.970
18 H 0.938 -0.468 -1.587  C8 1.101
19 H 0.061 -1.989 -1.243  C8 1.101
20 C 5.765 4.461 -1.719  N21 1.450, H25 1.092, H26 1.091, H27 1.088
21 N 4.706 3.810 -0.972  C20 1.450, C22 1.452, C23 1.346
22 C 4.699 3.899 0.477  N21 1.452, H28 1.092, H29 1.092, H30 1.087
23 C 3.723 3.124 -1.584  N21 1.346, O24 1.221, H31 1.100
24 O 2.805 2.559 -1.012  C23 1.221
25 H 6.730 4.048 -1.416  C20 1.092
26 H 5.750 5.533 -1.511  C20 1.091
27 H 5.631 4.306 -2.787  C20 1.088
28 H 4.747 2.896 0.906  C22 1.092
29 H 3.774 4.374 0.811  C22 1.092
30 H 5.550 4.482 0.820  C22 1.087
31 H 3.820 3.117 -2.680  C23 1.100
32 C -2.742 2.053 5.013  N33 1.450, H37 1.086, H38 1.094, H39 1.087
33 N -2.989 2.626 6.323  C32 1.450, C34 1.451, C35 1.352
34 C -2.619 4.007 6.573  N33 1.451, H40 1.091, H41 1.091, H42 1.088
35 C -3.554 1.914 7.323  N33 1.352, O36 1.212, H43 1.102
36 O -3.782 2.341 8.435  C35 1.212
37 H -1.679 2.098 4.797  C32 1.086
38 H -3.290 2.627 4.260  C32 1.094
39 H -3.069 1.017 4.978  C32 1.087
40 H -1.900 4.050 7.393  C34 1.091
41 H -3.504 4.576 6.861  C34 1.091
42 H -2.179 4.443 5.679  C34 1.088
43 H -3.797 0.879 7.033  C35 1.102
44 C -4.895 -1.218 1.296  N45 1.449, H49 1.092, H50 1.092, H51 1.089
45 N -3.880 -1.846 2.117  C44 1.449, C46 1.453, C47 1.351
46 C -3.066 -1.016 2.989  N45 1.453, H52 1.088, H53 1.092, H54 1.087
47 C -3.666 -3.180 2.096  N45 1.351, O48 1.213, H55 1.103
48 O -2.832 -3.764 2.755  C47 1.213
49 H -4.425 -0.492 0.628  C44 1.092
50 H -5.615 -0.704 1.936  C44 1.092
51 H -5.419 -1.962 0.699  C44 1.089
52 H -2.018 -1.133 2.721  C46 1.088
53 H -3.199 -1.343 4.023  C46 1.092
54 H -3.352 0.028 2.894  C46 1.087
55 H -4.337 -3.712 1.400  C47 1.103
56 C 3.710 -6.543 -2.813  N57 1.448, H61 1.092, H62 1.092, H63 1.089
57 N 3.156 -5.426 -2.076  C56 1.448, C58 1.453, C59 1.349
58 C 3.157 -4.103 -2.679  N57 1.453, H64 1.091, H65 1.091, H66 1.088
59 C 2.633 -5.569 -0.841  N57 1.349, O60 1.210, H67 1.102
60 O 2.161 -4.664 -0.190  C59 1.210
61 H 4.761 -6.348 -3.036  C56 1.092
62 H 3.161 -6.670 -3.749  C56 1.092
63 H 3.636 -7.460 -2.232  C56 1.089
64 H 3.722 -3.415 -2.048  C58 1.091
65 H 2.131 -3.738 -2.756  C58 1.091
66 H 3.607 -4.144 -3.669  C58 1.088
67 H 2.673 -6.604 -0.467  C59 1.102
68 C -3.797 -4.920 -0.661  N69 1.449, H73 1.092, H74 1.092, H75 1.089
69 N -2.678 -4.243 -1.286  C68 1.449, C70 1.453, C71 1.349
70 C -2.918 -3.387 -2.435  N69 1.453, H76 1.091, H77 1.092, H78 1.087
71 C -1.415 -4.382 -0.832  N69 1.349, O72 1.216, H79 1.101
72 O -0.440 -3.838 -1.314  C71 1.216
73 H -4.282 -5.573 -1.390  C68 1.092
74 H -4.517 -4.180 -0.305  C68 1.092
75 H -3.459 -5.519 0.183  C68 1.089
76 H -2.350 -3.756 -3.291  C70 1.091
77 H -2.586 -2.372 -2.212  C70 1.092
78 H -3.978 -3.377 -2.679  C70 1.087
79 H -1.339 -5.047 0.042  C71 1.101
80 C -0.525 3.856 -4.045  N81 1.450, H85 1.093, H86 1.092, H87 1.087
81 N 0.652 4.520 -4.570  C80 1.450, C82 1.451, C83 1.349
82 C 0.540 5.371 -5.740  N81 1.451, H88 1.092, H89 1.092, H90 1.087
83 C 1.857 4.359 -3.987  N81 1.349, O84 1.218, H91 1.101
84 O 2.895 4.876 -4.362  C83 1.218
85 H -0.947 3.200 -4.811  C80 1.093
86 H -1.269 4.603 -3.758  C80 1.092
87 H -0.260 3.262 -3.174  C80 1.087
88 H 1.184 4.989 -6.534  C82 1.092
89 H 0.864 6.383 -5.490  C82 1.092
90 H -0.491 5.394 -6.087  C82 1.087
91 H 1.818 3.694 -3.111  C83 1.101

The net atomic charges from Mulliken, expressed in e, are:
1. O -0.53
2. N 0.42
3. O -0.37
4. C 0.45
5. C -0.98
6. C 0.62
7. O -0.54
8. C -0.03
9. O -0.25
10. S 0.99
11. O -0.72
12. O -0.74
13. H 0.35
14. H 0.51
15. H 0.19
16. H -0.25
17. H 0.55
18. H 0.29
19. H 0.04
20. C -0.96
21. N 0.09
22. C -0.92
23. C -0.11
24. O -0.53
25. H 0.38
26. H 0.36
27. H 0.28
28. H 0.27
29. H 0.29
30. H 0.38
31. H 0.46
32. C -0.64
33. N 0.16
34. C -0.99
35. C 0.11
36. O -0.59
37. H 0.44
38. H 0.35
39. H -0.08
40. H 0.31
41. H 0.31
42. H 0.37
43. H 0.26
44. C -0.99
45. N 0.19
46. C -0.85
47. C -0.15
48. O -0.64
49. H 0.31
50. H 0.35
51. H 0.37
52. H 0.12
53. H 0.35
54. H 0.42
55. H 0.44
56. C -0.94
57. N 0.13
58. C -0.78
59. C -0.02
60. O -0.60
61. H 0.33
62. H 0.33
63. H 0.29
64. H 0.28
65. H 0.15
66. H 0.38
67. H 0.29
68. C -1.00
69. N 0.27
70. C -0.92
71. C 0.06
72. O -0.70
73. H 0.43
74. H 0.30
75. H 0.34
76. H 0.30
77. H 0.21
78. H 0.41
79. H 0.34
80. C -0.31
81. N 0.13
82. C -0.99
83. C 0.92
84. O -0.65
85. H 0.31
86. H 0.32
87. H -0.08
88. H 0.29
89. H 0.29
90. H 0.39
91. H -0.45